No. 1
Density functional theory data (wB97M-V/def2-TZVPD) for a 2-piece molecular cluster, C6H6F5IO overall at a distorted geometry.

## Properties
net charge	0
E_LUMO (spin up / spin down)	-0.074 / -0.073	Eh
Kohn-Sham gap (spin up / spin down)	6.54 / 6.60	eV
ΔE to the lowest compared entry with this formula, charge and spin	174.83	kcal per mole
HOMO energy (spin up / spin down)	-8.56 / -8.58	eV

Positions of all 19 atoms, in Å:
C  1.6685  1.3422  0.2155
C  -1.0274  0.2696  1.4503
C  2.3802  1.9523  -2.1713
C  1.3371  1.7434  -1.1369
C  -0.9182  -1.1261  0.8880
C  -2.1796  -2.0241  0.9182
O  -2.2883  -2.5033  2.2215
F  2.7303  0.5691  0.2962
F  0.1660  -1.9384  1.2539
F  -0.6652  -0.9694  -0.5276
F  -3.3345  -1.3431  0.7046
F  -2.2139  -3.0160  -0.0099
I  -1.4456  0.1932  3.4788
H  2.8093  2.9348  -2.3278
H  1.9103  1.8671  -3.1303
H  3.2510  1.4098  -2.1973
H  0.5445  0.9451  -1.3664
H  0.4633  2.4762  -1.0344
H  -3.1879  -2.7821  2.4748

Cartesian forces (eV/Å) of the 3 atoms listed first:
C -1.02 -0.54 1.34
C -0.39 -0.15 0.86
C -1.21 1.96 -1.86


No. 2
Density functional theory data (wB97M-V/def2-TZVPD) for an isolated ion of composition C6H6FN2O2 and charge -1 at a distorted geometry.

## Properties
net charge	-1
structure (SMILES)	N[C@]1(F)C=C(C(=O)[O-])C=CN1
E_LUMO	0.125	Eh
Kohn-Sham gap	7.82	eV
ΔE to the lowest compared entry with this formula, charge and spin	0.00	kcal per mole
HOMO energy	-4.42	eV

Positions of all 17 atoms, in Å:
N  -1.8976  1.5679  -0.0995
C  -1.1703  0.4780  0.4579
F  -1.6585  0.3430  2.0122
C  0.3175  0.6319  0.5450
C  1.2266  -0.1273  -0.0199
C  2.7106  0.1607  0.0064
O  3.0271  1.2390  0.5197
O  3.4264  -0.7633  -0.3947
C  0.8737  -1.2283  -0.8191
C  -0.4175  -1.5508  -0.7835
N  -1.4274  -0.7876  -0.1469
H  -2.8666  1.3987  0.2644
H  -1.5752  2.4237  0.2480
H  0.8712  1.5250  1.1487
H  1.6690  -1.8135  -1.2375
H  -0.7458  -2.3706  -1.3343
H  -2.3632  -1.1268  -0.3670

Cartesian forces (eV/Å) of the 3 atoms listed first:
N -2.11 -2.50 0.57
C 1.80 -1.45 0.56
F 0.13 0.26 -1.85


No. 3
Density functional theory data (wB97M-V/def2-TZVPD) for a 2-piece molecular cluster, C6H6FNO2 overall at a distorted geometry.

## Properties
net charge	0
structure (SMILES)	C=C/C=C(/F)[N+](=O)[O-].C#C
E_LUMO	-0.046	Eh
Kohn-Sham gap	8.50	eV
ΔE to the lowest compared entry with this formula, charge and spin	122.90	kcal per mole
HOMO energy	-9.74	eV

Positions of all 16 atoms, in Å:
C  -0.6414  1.7204  -0.8940
C  -1.2332  0.5674  -0.5384
C  -0.7587  -0.2943  0.5341
C  -0.3193  0.0002  1.7733
F  -0.0833  -0.9938  2.6308
N  -0.2156  1.2306  2.4553
O  -0.5169  2.2652  1.8282
O  0.2397  1.2743  3.5630
H  0.2058  2.0285  -0.1926
H  -1.1505  2.3920  -1.6018
H  -2.1869  0.2869  -0.8874
H  -1.0521  -1.2903  0.3221
C  2.8614  0.0992  0.4600
C  2.7143  -0.3847  -0.6041
H  2.7277  0.6339  1.4259
H  2.3604  -0.9596  -1.5154

Cartesian forces (eV/Å) of the 3 atoms listed first:
C -0.02 -0.25 1.55
C 1.27 1.84 0.52
C -0.44 1.43 0.83


No. 4
Density functional theory data (wB97M-V/def2-TZVPD) for an isolated ion of composition C6H6FO3P and charge -2 at a distorted geometry.

## Properties
net charge	-2
E_LUMO	0.224	Eh
Kohn-Sham gap	5.90	eV
ΔE to the lowest compared entry with this formula, charge and spin	58.71	kcal per mole
HOMO energy	0.20	eV

Positions of all 17 atoms, in Å:
C  0.5345  0.3583  -2.1914
C  1.5929  -0.3238  -1.5327
C  -0.6208  0.6338  -1.6020
C  1.6683  -0.5388  -0.2284
C  -0.9529  0.0361  -0.2162
C  -0.1566  0.5115  0.9330
O  -0.0971  0.2457  3.7337
O  -2.2351  -0.0080  2.2627
O  -0.3271  -1.7945  2.2395
F  0.0563  1.8773  1.0003
P  -0.7608  -0.3948  2.5323
H  0.6434  0.5678  -3.2829
H  2.4084  -0.7783  -2.0974
H  -1.3562  1.1546  -2.0743
H  2.3736  -0.7483  0.5545
H  -2.0997  0.1609  0.0942
H  -0.6712  -0.9597  -0.1252

Cartesian forces (eV/Å) of the 3 atoms listed first:
C -0.71 0.43 -1.88
C 2.05 -1.72 1.03
C 1.06 -2.22 2.67


Which value of net charge does entry 2 give? -1